# 1
{"formula": "C4H7FO", "method": "ωB97M-V/def2-TZVPD", "elements": ["O", "C", "C", "C", "C", "F", "H", "H", "H", "H", "H", "H", "H"], "xyz": [[-2.12633, -0.52586, -0.40966], [-1.01610, -0.21364, 0.28340], [-0.32677, 1.15147, 0.02810], [0.25287, -0.10612, -0.45313], [1.57141, -0.67160, 0.10376], [2.58740, 0.12927, -0.32292], [-2.81680, 0.06591, -0.15961], [-0.88662, -0.75963, 1.23789], [0.10563, 1.64923, 0.92745], [-0.79811, 1.82157, -0.67110], [0.20923, -0.13965, -1.52097], [1.52080, -0.66816, 1.18096], [1.72340, -1.73279, -0.22416]], "nbo_charge": [-0.6924, 0.0890, -0.4393, -0.2950, 0.0719, -0.3573, 0.4725, 0.1679, 0.2152, 0.2253, 0.2233, 0.1535, 0.1655], "e_tot_ha": -331.66074, "e_above_lowest_ev": 1.322, "smiles": "O[C@@H]1C[C@H]1CF", "gap_ha": 0.4041, "charge": 0, "fmax_ha_per_bohr": 0.055}


# 2
{"formula": "CF2NO2", "method": "ωB97M-V/def2-TZVPD", "elements": ["C", "N", "O", "O", "F", "F"], "xyz": [[1.62965, -0.81615, -0.60698], [-1.31999, 0.38772, 1.00632], [0.97880, -1.73161, -0.94963], [2.30313, 0.08052, -0.40135], [-2.48958, 0.19656, 0.17190], [-1.10201, 1.88295, 0.77973]], "nbo_charge": [1.0365, -0.1399, -0.5375, -0.5173, -0.3949, -0.4470], "e_tot_ha": -442.99306, "e_above_lowest_ev": 0.901, "gap_ha": 0.1886, "charge": -1, "fmax_ha_per_bohr": 0.068}


# 3
{"formula": "C40H35Br2CoNO2PS3", "method": "ωB97M-V/def2-TZVPD", "elements": ["Co", "C", "C", "S", "C", "C", "S", "C", "C", "S", "H", "H", "H", "H", "H", "H", "H", "H", "H", "H", "H", "H", "C", "C", "C", "C", "C", "C", "P", "C", "C", "C", "C", "C", "C", "C", "C", "C", "C", "C", "C", "C", "C", "C", "C", "H", "H", "H", "H", "H", "H", "H", "H", "H", "H", "H", "H", "H", "H", "H", "H", "Br", "C", "C", "C", "C", "C", "N", "C", "O", "O", "H", "H", "H", "Br", "C", "C", "C", "C", "C", "C", "H", "H", "H", "H"], "xyz": [[1.06371, -0.72369, -0.07527], [-4.72797, -1.04225, -1.16033], [-4.19468, -2.08766, -0.18958], [-2.45709, -2.57033, -0.41097], [-2.45571, -3.24139, -2.10728], [-2.13736, -2.26649, -3.26259], [-1.01365, -0.90543, -2.78893], [-1.92195, 0.57057, -3.33114], [-3.38440, 0.72797, -2.93871], [-3.78417, 0.52665, -1.16911], [-5.75068, -0.78598, -0.87703], [-4.74418, -1.43099, -2.17855], [-4.81721, -2.98476, -0.23781], [-4.21996, -1.70431, 0.83197], [-3.41749, -3.73147, -2.27178], [-1.68313, -4.00912, -2.06452], [-3.03905, -1.81723, -3.67752], [-1.63801, -2.81993, -4.05815], [-1.85481, 0.63284, -4.42039], [-1.31767, 1.37102, -2.90371], [-4.02789, 0.04569, -3.49334], [-3.69283, 1.74468, -3.19204], [-3.72344, 1.90982, 3.50556], [-3.09753, 3.03635, 2.99279], [-2.04282, 2.90740, 2.10027], [-1.60248, 1.64692, 1.70379], [-2.23715, 0.52074, 2.22667], [-3.28536, 0.64989, 3.12357], [-0.16284, 1.34905, 0.57381], [-0.05132, 2.96706, -0.26325], [1.13239, 3.68301, -0.41062], [1.15561, 4.86273, -1.13790], [0.00478, 5.33063, -1.75247], [-1.17563, 4.60945, -1.64007], [-1.20154, 3.44010, -0.89860], [1.02215, 1.41300, 1.98669], [1.47907, 2.53009, 2.63924], [2.08082, 2.40255, 3.90687], [2.11562, 1.19331, 4.54563], [1.60951, 0.02810, 3.92255], [1.48892, -1.21326, 4.58807], [0.87882, -2.26273, 3.95592], [0.50554, -2.17589, 2.59693], [0.70387, -1.03179, 1.85410], [1.14420, 0.12234, 2.58301], [-4.54581, 2.01460, 4.20304], [-3.42764, 4.02433, 3.29180], [-1.55647, 3.79491, 1.71719], [-1.88689, -0.46011, 1.92482], [-3.76531, -0.23513, 3.52515], [2.04577, 3.30401, 0.02779], [2.08350, 5.41226, -1.23541], [0.02645, 6.25073, -2.32352], [-2.07483, 4.95594, -2.13579], [-2.12726, 2.88535, -0.78829], [1.35224, 3.51719, 2.21209], [2.45851, 3.28866, 4.40439], [2.49935, 1.11754, 5.55793], [1.85761, -1.31571, 5.60334], [0.73062, -3.20048, 4.48270], [0.08992, -3.06350, 2.13078], [3.68157, -2.66059, 1.77762], [4.23876, -1.27785, 0.60020], [5.59999, -1.09342, 0.44987], [6.02710, -0.10292, -0.42376], [5.06744, 0.60618, -1.11787], [3.72691, 0.34096, -0.89762], [3.29798, -0.57637, -0.00649], [2.67313, 1.01820, -1.74075], [3.02954, 1.79677, -2.61916], [1.46689, 0.71871, -1.43775], [6.29537, -1.71662, 0.99111], [7.08386, 0.08112, -0.56447], [5.31135, 1.35637, -1.85727], [2.04370, -6.28162, -3.70292], [1.72773, -4.71349, -2.64149], [2.04539, -3.47092, -3.15744], [1.82694, -2.34513, -2.36910], [1.29184, -2.41518, -1.07413], [0.99833, -3.70044, -0.60743], [1.20075, -4.84748, -1.37287], [2.45407, -3.37833, -4.15620], [2.07553, -1.38415, -2.80830], [0.59554, -3.83537, 0.38995], [0.95549, -5.82623, -0.97753]], "mulliken_spin": [1.1350, -0.0002, 0.0009, 0.0022, -0.0002, 0.0015, 0.0135, -0.0009, 0.0009, 0.0004, 0.0000, 0.0000, 0.0002, -0.0003, 0.0000, -0.0009, -0.0005, 0.0002, 0.0000, 0.0002, 0.0000, 0.0000, -0.0004, 0.0000, 0.0003, -0.0117, 0.0053, 0.0007, 0.0596, -0.0021, -0.0038, 0.0014, -0.0019, 0.0005, -0.0057, -0.0267, -0.0007, -0.0007, 0.0009, -0.0019, 0.0009, -0.0037, 0.0274, -0.1316, 0.0480, 0.0000, 0.0001, -0.0004, -0.0169, 0.0000, -0.0011, 0.0000, -0.0001, 0.0000, 0.0011, -0.0001, -0.0001, 0.0000, -0.0001, -0.0006, -0.0035, 0.0037, 0.0065, 0.0007, -0.0027, 0.0013, 0.0001, 0.0275, 0.0033, -0.0003, -0.0041, 0.0008, -0.0004, 0.0005, -0.0001, -0.0007, -0.0056, -0.0283, -0.0686, -0.0148, 0.0009, -0.0003, 0.0001, -0.0040, -0.0004], "e_tot_ha": -9817.25823, "e_above_lowest_ev": 1.596, "gap_ha": 0.2471, "s2": 0.793, "multiplicity": 2, "charge": -1, "fmax_ha_per_bohr": 0.022}


# 4
{"formula": "C38H36CoN4O5S3", "method": "ωB97M-V/def2-TZVPD", "elements": ["Co", "S", "C", "S", "S", "C", "O", "C", "C", "C", "C", "C", "C", "N", "C", "N", "C", "C", "C", "C", "C", "C", "O", "C", "N", "C", "C", "C", "C", "C", "C", "O", "C", "H", "H", "H", "H", "H", "H", "H", "H", "H", "H", "H", "H", "H", "H", "H", "H", "H", "H", "H", "H", "H", "H", "C", "C", "C", "C", "C", "C", "N", "C", "C", "C", "C", "C", "C", "C", "O", "O", "C", "C", "H", "H", "H", "H", "H", "H", "H", "H", "H", "H", "H", "H", "H", "H"], "xyz": [[0.05643, -0.20498, 0.09275], [-3.30984, -3.06517, 0.53821], [-2.12002, -1.93262, 0.30867], [-2.21248, -0.39439, -0.42164], [-0.48291, -2.19489, 0.79591], [4.01697, 2.34752, -2.85382], [3.35601, 1.13731, -3.17117], [4.01137, 0.21912, -3.91499], [5.22155, 0.44839, -4.55737], [5.77984, -0.53324, -5.36992], [5.14109, -1.74937, -5.53517], [3.95752, -1.99747, -4.85161], [3.38585, -1.03576, -4.03298], [2.17326, -1.30837, -3.37689], [1.86252, -0.92238, -2.08746], [2.92357, -0.85309, -1.27129], [2.96144, -0.37581, 0.05228], [1.82152, -0.21231, 0.82350], [2.05090, 0.10978, 2.17412], [3.31751, 0.31677, 2.68903], [4.44025, 0.21460, 1.86945], [4.24983, -0.14459, 0.55268], [5.27776, -0.28936, -0.36144], [6.57127, -0.50206, 0.16654], [0.63421, -0.68260, -1.71587], [-0.32385, -0.99235, -2.75127], [-0.89715, -2.26265, -2.74196], [-1.77542, -2.66961, -3.72859], [-2.07889, -1.79781, -4.76677], [-1.50749, -0.54015, -4.79586], [-0.62809, -0.11974, -3.79823], [-0.08409, 1.11540, -3.99363], [0.03293, 1.99062, -2.87160], [3.33730, 2.89266, -2.20452], [4.21829, 2.93645, -3.75274], [4.94999, 2.15103, -2.31923], [5.71447, 1.40408, -4.45131], [6.71640, -0.33413, -5.87470], [5.56627, -2.51500, -6.17021], [3.46135, -2.95691, -4.93667], [1.41979, -1.71276, -3.90889], [3.82338, -1.04283, -1.68136], [1.20588, 0.18691, 2.84313], [3.44295, 0.57148, 3.73483], [5.43228, 0.40242, 2.25711], [7.18715, -0.87122, -0.65110], [6.54800, -1.23891, 0.97272], [7.00217, 0.42881, 0.54636], [-0.65910, -2.91146, -1.90734], [-2.23012, -3.64944, -3.67245], [-2.77328, -2.08903, -5.54518], [-1.72747, 0.16139, -5.59051], [0.18858, 2.98305, -3.29285], [0.86722, 1.72976, -2.22779], [-0.88078, 1.97995, -2.27816], [-3.92665, -1.35526, 6.75037], [-3.66135, 0.03344, 6.22933], [-4.53291, 1.06752, 6.55500], [-4.32979, 2.34001, 6.04678], [-3.25877, 2.59572, 5.20802], [-2.36211, 1.57570, 4.89684], [-1.26794, 1.73836, 4.01851], [-0.82919, 2.95173, 3.49463], [-0.72729, 4.09076, 4.30518], [-0.27155, 5.28901, 3.79355], [0.11788, 5.39118, 2.46003], [0.06389, 4.26196, 1.66645], [-0.39429, 3.04202, 2.15978], [-0.32808, 1.86440, 1.24049], [0.10504, 1.97626, 0.06921], [-0.65076, 0.70238, 1.66270], [-2.55524, 0.28504, 5.41245], [-1.60215, -0.81793, 5.03428], [-4.88272, -1.39113, 7.27249], [-3.15091, -1.67947, 7.44879], [-3.95594, -2.08468, 5.93929], [-5.38866, 0.86300, 7.18786], [-5.02416, 3.13706, 6.28375], [-3.13238, 3.57766, 4.77653], [-1.20850, 1.00172, 3.31946], [-1.00352, 4.01329, 5.34785], [-0.20797, 6.15196, 4.44590], [0.47724, 6.32997, 2.05957], [0.38844, 4.28477, 0.63431], [-0.59013, -0.42852, 4.92290], [-1.87255, -1.28017, 4.07858], [-1.58703, -1.60620, 5.78472]], "lowdin_charge": [0.1063, 0.3989, -1.7647, 0.6479, 0.6324, -0.0542, -0.0798, -0.2242, -0.0168, -0.0961, -0.1024, -0.0173, -0.1681, 0.1601, -0.3226, 0.1720, -0.1504, -0.1265, -0.0895, -0.0877, -0.0466, -0.2272, -0.1160, -0.0896, 0.0654, -0.2648, -0.0643, -0.0780, -0.0916, -0.0107, -0.2506, -0.0832, -0.0623, 0.0970, 0.0933, 0.0968, 0.1015, 0.0984, 0.0968, 0.1167, 0.1454, 0.1351, 0.0899, 0.0967, 0.0968, 0.0878, 0.0960, 0.0879, 0.0916, 0.1030, 0.0960, 0.1138, 0.0925, 0.0565, 0.0891, -0.0571, -0.2361, -0.0736, -0.0958, -0.0385, -0.1793, 0.1056, -0.1735, -0.0428, -0.0920, -0.0986, -0.0236, -0.0448, -0.5471, -0.0117, -0.1696, -0.1584, -0.0223, 0.0686, 0.0791, 0.0858, 0.0983, 0.0956, 0.0993, 0.0974, 0.1100, 0.0975, 0.0921, 0.1140, 0.0775, 0.0993, 0.0683], "e_tot_ha": -4642.35122, "gap_ha": 0.2425, "charge": -1, "fmax_ha_per_bohr": 0.023}


# 5
{"formula": "C28H24Br5N7O8S2SeW", "method": "ωB97M-V/def2-TZVPD", "elements": ["W", "Br", "C", "C", "Br", "C", "Br", "C", "O", "C", "O", "C", "Br", "C", "O", "C", "C", "C", "Br", "C", "C", "C", "O", "C", "N", "C", "C", "C", "C", "C", "C", "N", "H", "H", "H", "H", "H", "H", "H", "H", "H", "H", "H", "C", "N", "C", "C", "N", "C", "S", "H", "H", "H", "H", "H", "H", "C", "C", "C", "N", "N", "C", "N", "S", "H", "H", "H", "H", "H", "H", "H", "O", "Se", "O", "O", "O"], "xyz": [[-0.38952, 1.09610, -0.14917], [2.15845, -1.64234, -5.99293], [1.31977, -1.41269, -4.33966], [0.82150, -2.53210, -3.63109], [1.03198, -4.25199, -4.33324], [0.17412, -2.37807, -2.40604], [-0.46990, -3.80098, -1.37940], [0.02587, -1.08504, -1.92191], [-0.53879, -0.71594, -0.75034], [0.57275, -0.00600, -2.58032], [0.51027, 1.10499, -1.83165], [1.21425, -0.12680, -3.81118], [1.88278, 1.41519, -4.62238], [3.45716, -0.96654, -0.97610], [2.32978, -0.75021, -0.11795], [2.53895, -1.00115, 1.20823], [3.65357, -1.65931, 1.71331], [3.75907, -1.90983, 3.07876], [5.25658, -2.84609, 3.72287], [2.78327, -1.49327, 3.96388], [1.67946, -0.80425, 3.46734], [1.56024, -0.58488, 2.10613], [0.33232, -0.05900, 1.64459], [0.60662, -0.36808, 4.37351], [-0.02108, -1.15370, 5.19492], [-0.93740, -0.33244, 5.84898], [-1.85363, -0.65163, 6.85099], [-2.62770, 0.37174, 7.35395], [-2.50101, 1.68756, 6.87857], [-1.60608, 2.01819, 5.88062], [-0.83522, 0.97898, 5.37605], [0.14094, 0.93576, 4.38195], [3.67064, -2.03319, -1.07385], [4.33622, -0.44410, -0.59680], [3.18839, -0.55858, -1.94339], [4.43360, -1.99627, 1.05214], [2.85439, -1.69061, 5.02222], [-0.24492, 0.16860, 2.39682], [-1.93345, -1.66334, 7.22070], [-3.33928, 0.16738, 8.14065], [-3.11674, 2.46239, 7.31416], [-1.50309, 3.03810, 5.53601], [0.69081, 1.72466, 4.08619], [-3.62984, -1.23938, -1.44734], [-3.29105, -2.01283, -0.26378], [-3.57882, -3.34618, -0.10180], [-3.17068, -3.70543, 1.13961], [-2.62950, -2.58321, 1.70246], [-2.71925, -1.54350, 0.85140], [-2.32607, 0.06651, 1.33688], [-3.42444, -1.84766, -2.32644], [-3.00929, -0.34585, -1.47412], [-4.68330, -0.96585, -1.41775], [-4.03859, -3.92103, -0.88386], [-3.21307, -4.64614, 1.65486], [-2.22706, -2.50429, 2.62558], [-3.53832, 2.90057, -4.88662], [-2.22510, 2.80826, -4.11600], [-2.40997, 2.81747, -2.64282], [-2.05793, 1.87315, -1.84227], [-2.26539, 2.11014, -0.51667], [-2.79513, 3.32053, -0.29344], [-3.03882, 3.80716, 0.91191], [-3.16322, 4.13667, -1.76815], [-3.33556, 2.88594, -5.95416], [-4.07116, 3.82544, -4.66778], [-4.19399, 2.06458, -4.65175], [-1.56796, 3.64308, -4.37472], [-1.68365, 1.89060, -4.35289], [-2.73363, 3.29430, 1.72584], [-3.47078, 4.70736, 1.04152], [-0.63011, 2.37883, 1.56938], [0.68507, 3.24567, 0.89849], [-0.02338, 3.36031, -0.60640], [1.46293, 1.77278, 0.47465], [1.40334, 4.37662, 1.72004]], "lowdin_charge": [1.8783, 0.8225, -0.7329, -0.7274, 0.8180, -0.6360, 0.8917, -0.3439, -0.2661, -0.3623, -0.2051, -0.6701, 0.8682, -0.0100, -0.1025, -0.1957, -0.0336, -0.6614, 0.8259, -0.0447, -0.0777, -0.1234, -0.2089, -0.2980, 0.2017, -0.2206, -0.0046, -0.0705, -0.0742, -0.0200, -0.1910, 0.1565, 0.1120, 0.1147, 0.0882, 0.1069, 0.1250, 0.0227, 0.1175, 0.1101, 0.1095, 0.1098, 0.1643, 0.0199, -0.0985, -0.0559, -0.0295, 0.1143, -0.6313, 0.8692, 0.1120, 0.0478, 0.1151, 0.1437, 0.1411, 0.1726, -0.0754, -0.2141, -0.5238, -0.0498, -0.2427, -0.6438, 0.1804, 1.2202, 0.0896, 0.0763, 0.0852, 0.1322, 0.1160, 0.1109, 0.1364, -0.5589, 1.0227, -0.4188, -0.4368, -0.2891], "e_tot_ha": -18201.01011, "e_above_lowest_ev": 2.605, "gap_ha": 0.2101, "charge": 2, "fmax_ha_per_bohr": 0.025}